{"formula": "CH3PS", "method": "ωB97M-V with the def2-TZVPD basis set", "e_above_lowest_kcal_mol": 86.4, "gap_ev": 7.708, "total_energy_ha": -779.27653, "homo_energy_ev": -8.47, "elements": ["C", "P", "S", "H", "H", "H"], "xyz": [[-0.313, -0.534, 0.291], [0.663, 0.402, -0.753], [-1.305, -1.852, 0.407], [0.414, -0.313, 1.927], [0.532, 1.560, 0.049], [0.010, 0.737, -1.920]], "atomic_forces_ev_per_a": [[-1.240, -3.535, 4.770], [1.842, 0.919, 0.582], [1.362, 2.346, -0.902], [-1.159, 0.089, -3.459], [0.105, 0.087, -0.581], [-0.910, 0.094, -0.410]]}

=====

{"formula": "C26H25N8OS2SbZn", "method": "ωB97M-V with the def2-TZVPD basis set", "e_above_lowest_kcal_mol": 0.0, "gap_ev": 7.306, "total_energy_ha": -4335.09013, "homo_energy_ev": -7.38, "elements": ["Zn", "C", "C", "C", "C", "C", "C", "N", "Sb", "C", "C", "C", "C", "C", "C", "N", "C", "C", "C", "C", "C", "C", "N", "H", "H", "H", "H", "H", "H", "H", "H", "H", "H", "H", "H", "H", "H", "H", "H", "H", "H", "S", "C", "S", "C", "C", "N", "C", "N", "C", "N", "C", "C", "O", "N", "C", "N", "H", "H", "H", "H", "H", "H", "H"], "xyz": [[-0.212, 0.734, 0.664], [-2.311, 3.407, 0.517], [-1.806, 2.920, -0.802], [-1.644, 3.786, -1.874], [-1.141, 3.309, -3.068], [-0.904, 1.949, -3.200], [-1.113, 1.129, -2.105], [-1.499, 1.614, -0.912], [-1.373, -0.977, -2.457], [-2.164, -1.408, -0.508], [-3.264, -2.248, -0.508], [-3.747, -2.747, 0.693], [-3.067, -2.431, 1.845], [-1.961, -1.584, 1.788], [-1.187, -1.325, 3.043], [-1.551, -1.033, 0.636], [0.503, -1.965, -2.091], [1.439, -2.048, -3.112], [2.640, -2.685, -2.844], [2.846, -3.220, -1.585], [1.833, -3.132, -0.634], [1.985, -3.720, 0.739], [0.678, -2.518, -0.896], [-2.907, 4.309, 0.386], [-1.469, 3.636, 1.172], [-2.912, 2.642, 1.005], [-1.892, 4.831, -1.751], [-0.974, 3.980, -3.900], [-0.590, 1.528, -4.147], [-3.729, -2.520, -1.446], [-4.613, -3.396, 0.719], [-3.366, -2.837, 2.802], [-1.308, -2.162, 3.729], [-1.533, -0.423, 3.550], [-0.129, -1.201, 2.823], [1.249, -1.601, -4.079], [3.408, -2.754, -3.604], [3.777, -3.715, -1.338], [3.005, -3.607, 1.109], [1.753, -4.787, 0.729], [1.299, -3.225, 1.424], [-0.153, 1.746, 2.823], [1.175, 2.685, 2.173], [1.176, 2.999, 0.495], [2.220, 3.061, 3.007], [3.376, 3.704, 2.480], [4.341, 4.161, 2.044], [2.312, 2.587, 4.346], [2.448, 2.199, 5.425], [5.120, 0.417, 2.110], [3.968, 0.105, 1.286], [3.895, 0.370, -0.141], [2.405, 0.221, -0.395], [1.841, 0.376, -1.456], [1.779, -0.093, 0.790], [2.719, -0.053, 1.745], [2.439, -0.207, 3.045], [6.013, 0.330, 1.494], [5.211, -0.304, 2.923], [5.068, 1.432, 2.506], [4.472, -0.349, -0.726], [4.205, 1.388, -0.383], [1.497, 0.082, 3.298], [3.139, 0.077, 3.714]], "atomic_forces_ev_per_a": [[0.087, 0.164, 0.351], [-0.029, 0.011, -0.001], [0.026, -0.008, 0.097], [0.000, 0.016, 0.002], [0.015, 0.003, -0.018], [-0.020, 0.011, 0.017], [-0.007, -0.008, -0.064], [0.143, -0.053, -0.099], [-0.083, -0.071, 0.012], [-0.023, 0.002, 0.017], [0.003, -0.005, -0.011], [0.000, -0.005, 0.000], [0.006, -0.013, -0.005], [0.025, -0.021, 0.020], [-0.028, 0.040, 0.025], [0.076, -0.037, -0.045], [0.001, 0.019, -0.026], [0.052, -0.043, 0.006], [-0.035, 0.030, -0.049], [-0.005, -0.004, 0.046], [0.056, 0.007, 0.008], [0.026, 0.009, 0.006], [-0.078, 0.007, -0.019], [-0.010, 0.001, 0.001], [-0.004, 0.005, -0.020], [-0.002, 0.000, 0.001], [-0.007, -0.001, 0.002], [0.002, 0.001, -0.001], [0.004, 0.001, -0.005], [-0.005, 0.001, 0.000], [-0.004, 0.003, -0.004], [0.001, 0.001, 0.004], [0.003, -0.005, 0.002], [0.007, -0.007, 0.002], [-0.015, -0.040, -0.019], [0.006, 0.003, -0.007], [0.000, -0.001, -0.003], [0.001, -0.004, 0.006], [0.002, -0.006, -0.007], [-0.014, -0.003, 0.003], [-0.001, 0.008, 0.007], [-0.064, -0.035, -0.001], [-0.064, 0.040, -0.069], [0.022, -0.024, -0.034], [0.012, -0.151, 0.007], [0.020, -0.045, -0.058], [0.014, 0.001, 0.046], [0.016, 0.353, 0.023], [0.004, -0.178, -0.010], [-0.011, -0.011, -0.044], [0.007, 0.008, -0.045], [0.023, -0.010, 0.048], [0.056, -0.151, -0.115], [0.055, 0.078, 0.088], [-0.239, 0.136, -0.200], [-0.044, -0.089, 0.114], [0.108, -0.102, -0.124], [0.004, 0.003, 0.002], [-0.013, 0.019, 0.007], [0.001, 0.031, 0.018], [-0.007, 0.022, -0.018], [0.001, 0.023, 0.027], [-0.061, 0.051, 0.065], [-0.016, 0.026, 0.041]]}

=====

{"formula": "C2HN3O2S", "method": "ωB97M-V with the def2-TZVPD basis set", "e_above_lowest_kcal_mol": 69.9, "gap_ev": 10.048, "smiles": "O=CSc1nnon1", "total_energy_ha": -789.62060, "homo_energy_ev": -10.50, "elements": ["O", "C", "S", "C", "N", "N", "O", "N", "H"], "xyz": [[1.496, -1.111, 2.760], [0.592, -0.699, 1.972], [1.134, 0.650, 0.791], [0.039, 0.422, -0.507], [-0.365, 1.536, -1.192], [-0.987, 1.147, -2.204], [-1.068, -0.181, -2.167], [-0.353, -0.656, -1.157], [-0.488, -1.107, 1.704]], "atomic_forces_ev_per_a": [[-4.979, 1.717, -3.147], [3.507, -1.529, 1.081], [-0.103, -1.112, 1.553], [-0.378, -0.496, -1.262], [0.074, 0.617, -0.213], [-0.627, 1.101, 0.016], [0.021, -0.833, -0.863], [0.448, -0.030, 1.796], [2.036, 0.565, 1.040]]}

=====

{"formula": "C4H13NO2", "method": "ωB97M-V with the def2-TZVPD basis set", "e_above_lowest_kcal_mol": 18.4, "gap_ev": 8.845, "smiles": "C/C=C(/C)N.O.O", "total_energy_ha": -365.41321, "homo_energy_ev": -8.14, "elements": ["C", "C", "C", "C", "N", "H", "H", "H", "H", "H", "H", "H", "H", "H", "O", "H", "H", "O", "H", "H"], "xyz": [[1.071, 1.379, -1.281], [0.521, 0.072, -0.729], [-0.180, -0.061, 0.397], [-0.676, -1.405, 0.840], [-0.216, 0.920, 1.416], [1.076, 2.145, -0.524], [0.451, 1.695, -2.117], [2.076, 1.260, -1.650], [0.551, -0.716, -1.476], [-1.008, -2.012, -0.007], [0.097, -1.991, 1.334], [-1.518, -1.328, 1.531], [0.549, 1.576, 1.297], [-0.064, 0.482, 2.326], [2.984, 0.027, 1.990], [3.663, -0.652, 2.074], [2.458, -0.333, 1.263], [-3.775, -0.017, -2.164], [-3.336, -0.846, -2.361], [-4.725, -0.196, -2.158]], "atomic_forces_ev_per_a": [[-0.430, -0.794, 0.474], [-0.188, 0.915, -1.234], [1.347, -0.630, 0.909], [-0.690, -0.407, -0.313], [0.243, -0.128, 0.038], [0.015, 0.494, 0.105], [-0.063, 0.201, -0.028], [0.463, -0.063, -0.137], [-0.242, -0.291, 0.342], [0.027, 0.157, 0.026], [0.202, 0.133, 0.192], [0.000, 0.116, -0.029], [-0.278, 0.123, 0.028], [-0.291, 0.148, -0.277], [0.009, -0.464, -0.250], [0.138, 0.192, 0.241], [-0.269, 0.294, -0.091], [-0.217, 0.283, 0.064], [-0.065, -0.178, -0.028], [0.288, -0.101, -0.035]]}

=====

Q: Number 3 is which compound?
A: C2HN3O2S